(1)
This record from OMol25 describes C40H36BaN2O7PSbTe as an isolated structure at a distorted geometry. The level of theory is ωB97M-V/def2-TZVPD.

Properties
Lowest unoccupied orbital energy = 3.9 eV
Net charge = -2
Calculated total energy = -83195.3288 eV
Kohn-Sham gap = 6.18 eV
HOMO energy = -2.299 eV

Geometry (Å):
Ba  0.213  0.702  0.831
O  3.554  0.707  -1.346
C  2.379  0.595  -1.042
O  1.557  1.551  -0.703
C  1.760  -0.825  -1.013
C  2.554  -1.942  -0.886
C  1.923  -3.189  -0.865
C  0.551  -3.271  -1.025
C  -0.192  -2.099  -1.157
N  0.410  -0.903  -1.120
C  -1.717  -2.115  -1.371
O  -2.138  -3.153  -1.922
O  -2.299  -1.080  -0.967
H  3.626  -1.819  -0.802
H  2.506  -4.092  -0.730
H  0.016  -4.212  -1.049
C  -2.824  -1.572  3.499
C  -2.723  -0.899  4.707
C  -2.284  0.413  4.723
C  -1.933  1.032  3.524
N  -2.022  0.371  2.357
C  -2.462  -0.898  2.351
C  -1.399  2.447  3.494
C  -2.049  3.397  4.296
C  -1.570  4.703  4.364
C  -0.433  5.034  3.624
C  0.176  4.066  2.821
C  -0.257  2.725  2.701
H  -3.136  -2.606  3.441
H  -2.955  -1.407  5.636
H  -2.175  0.955  5.654
H  -2.529  -1.364  1.367
H  -2.943  3.119  4.857
H  -2.077  5.447  4.973
H  -0.040  6.051  3.656
H  1.046  4.393  2.243
C  -4.648  4.307  -4.396
C  -3.564  3.762  -5.076
C  -2.571  3.059  -4.387
C  -2.629  2.889  -2.993
C  -3.762  3.405  -2.341
C  -4.750  4.113  -3.021
Sb  -1.094  1.856  -1.779
C  0.278  1.891  -3.466
C  0.620  0.670  -4.064
C  1.502  0.616  -5.147
C  2.062  1.782  -5.650
C  1.717  3.006  -5.082
C  0.830  3.060  -4.011
C  -0.562  3.787  -0.881
C  -1.554  4.438  -0.137
C  -1.354  5.712  0.388
C  -0.141  6.358  0.195
C  0.879  5.704  -0.487
C  0.677  4.428  -1.013
H  -5.409  4.866  -4.928
H  -3.481  3.880  -6.151
H  -1.749  2.644  -4.958
H  -3.896  3.242  -1.275
H  -5.599  4.505  -2.473
H  0.198  -0.257  -3.690
H  1.753  -0.343  -5.582
H  2.763  1.740  -6.476
H  2.142  3.923  -5.471
H  0.553  4.028  -3.609
H  -2.499  3.946  0.071
H  -2.137  6.183  0.970
H  0.021  7.350  0.605
H  1.846  6.180  -0.603
H  1.497  3.921  -1.508
C  1.222  1.738  5.876
C  1.874  0.901  4.814
O  1.355  -0.460  4.950
P  1.450  -1.429  3.702
O  0.967  -0.679  2.477
Te  0.522  -3.522  4.309
O  3.038  -1.527  3.519
C  3.830  -2.697  3.277
C  4.628  -3.029  4.509
H  1.597  2.766  5.817
H  1.431  1.334  6.872
H  0.141  1.780  5.723
H  2.957  0.859  4.927
H  1.637  1.315  3.842
H  4.479  -2.461  2.434
H  3.198  -3.531  2.995
H  5.254  -2.182  4.806
H  5.276  -3.895  4.320
H  3.951  -3.273  5.335



(2)
This record from OMol25 describes C40H36BrN7O13PbS as an isolated structure. The level of theory is ωB97M-V/def2-TZVPD.

Properties
Lowest unoccupied orbital energy = 3.1 eV
Net charge = -2
Calculated total energy = -165238.9943 eV
Kohn-Sham gap = 6.21 eV
HOMO energy = -3.083 eV

Geometry (Å):
Pb  -0.704  0.320  0.437
C  7.063  0.931  -1.869
C  5.919  -0.043  -1.960
C  5.020  -0.180  -0.902
C  3.941  -1.042  -0.987
C  3.757  -1.795  -2.143
C  4.635  -1.671  -3.203
C  5.711  -0.796  -3.107
S  2.387  -2.938  -2.205
O  2.584  -3.817  -1.069
O  2.467  -3.579  -3.510
N  1.109  -2.070  -1.937
C  0.581  -1.218  -2.858
C  0.913  -1.174  -4.238
C  0.283  -0.274  -5.061
C  -0.690  0.584  -4.552
C  -0.964  0.485  -3.202
N  -0.351  -0.363  -2.374
H  7.487  0.950  -0.863
H  6.717  1.939  -2.107
H  7.858  0.674  -2.571
H  5.169  0.397  0.005
H  3.239  -1.137  -0.165
H  4.472  -2.269  -4.091
H  6.398  -0.696  -3.942
H  1.646  -1.864  -4.625
H  0.548  -0.240  -6.113
H  -1.213  1.301  -5.171
H  -1.696  1.138  -2.735
N  -2.053  1.938  1.957
C  -2.088  1.686  3.400
C  -0.750  1.176  3.937
C  -0.513  -0.317  3.661
O  0.149  -0.974  4.470
O  -1.043  -0.755  2.584
H  -1.782  2.884  1.718
H  -2.955  1.754  1.520
H  -2.856  0.934  3.580
H  -2.384  2.589  3.948
H  -0.664  1.345  5.011
H  0.066  1.738  3.464
O  -1.702  4.875  -1.016
C  -1.016  3.847  -1.043
O  -1.326  2.676  -0.710
C  0.433  4.038  -1.527
C  1.197  2.982  -2.009
C  2.474  3.239  -2.480
C  3.049  4.493  -2.454
C  2.268  5.515  -1.949
C  0.972  5.318  -1.507
N  2.844  6.872  -1.909
O  2.198  7.750  -1.375
O  3.966  7.028  -2.356
N  3.260  2.137  -3.076
O  4.418  2.379  -3.387
O  2.713  1.073  -3.226
H  0.793  1.977  -2.037
H  4.048  4.662  -2.817
H  0.359  6.136  -1.159
Br  -8.001  -3.644  2.208
C  -6.115  -3.338  2.190
C  -5.285  -4.260  2.806
C  -3.916  -4.026  2.795
C  -3.392  -2.911  2.158
C  -4.246  -2.003  1.544
C  -5.620  -2.204  1.575
C  -3.686  -0.756  0.885
O  -4.321  0.292  1.006
O  -2.616  -0.939  0.206
H  -5.702  -5.132  3.291
H  -3.253  -4.722  3.296
H  -2.331  -2.702  2.170
H  -6.276  -1.470  1.127
C  1.419  -5.302  3.118
N  1.491  -4.549  1.870
N  1.913  -3.231  2.090
C  1.144  -2.347  1.360
O  1.432  -1.160  1.231
C  0.074  -3.149  0.801
C  0.307  -4.423  1.138
C  -0.484  -5.637  0.803
C  3.260  -2.969  2.426
C  3.515  -1.947  3.331
C  4.831  -1.636  3.641
C  5.875  -2.351  3.067
C  5.603  -3.374  2.167
C  4.293  -3.683  1.832
H  2.410  -5.321  3.571
H  1.126  -6.325  2.891
H  0.711  -4.850  3.822
H  -0.701  -2.780  0.150
H  -1.292  -5.364  0.127
H  -0.926  -6.091  1.694
H  0.148  -6.381  0.314
H  2.675  -1.416  3.766
H  5.039  -0.833  4.337
H  6.901  -2.102  3.311
H  6.416  -3.914  1.697
H  4.050  -4.427  1.085



(3)
This record from OMol25 describes a 5-piece molecular cluster, C40H36Cl2F39IN5O7 overall at a distorted geometry. The level of theory is ωB97M-V/def2-TZVPD.

Properties
Lowest unoccupied orbital energy = -4.2 eV
Net charge = +1
Calculated total energy = -202963.9614 eV
Kohn-Sham gap = 6.81 eV
HOMO energy = -10.995 eV

Geometry (Å):
N  -0.863  0.848  4.418
C  -0.433  -0.513  4.855
C  -0.075  -1.462  3.642
C  1.479  -1.579  3.361
C  2.037  -0.294  2.604
C  3.547  -0.564  2.186
C  4.261  0.713  1.561
I  2.994  2.527  1.407
N  4.710  0.575  0.122
C  6.115  0.539  0.160
N  6.877  -0.183  -0.616
Cl  8.587  -0.013  -0.421
C  6.400  -1.130  -1.651
F  5.403  -1.964  -1.214
F  7.487  -1.959  -1.923
C  6.056  -0.447  -3.018
C  4.777  -0.762  -3.670
C  4.531  -0.129  -4.964
C  5.520  0.761  -5.564
C  6.776  1.061  -4.879
C  7.757  2.023  -5.589
F  7.453  3.303  -5.160
F  7.651  1.986  -6.955
F  9.068  1.794  -5.296
C  7.050  0.449  -3.595
N  6.590  1.457  1.181
C  6.543  2.803  0.530
C  7.978  3.447  0.340
O  8.480  3.379  -0.729
Cl  8.757  4.283  1.732
C  5.594  1.237  2.262
N  6.062  0.578  3.504
C  6.743  -0.658  3.265
O  7.681  -0.946  3.915
F  6.326  -1.568  2.323
C  6.906  1.543  4.196
O  7.960  1.896  3.847
F  6.342  2.087  5.318
H  -0.062  1.481  4.487
H  -1.081  0.815  3.416
H  0.449  -0.348  5.541
H  -1.210  -1.013  5.500
H  -0.661  -1.167  2.732
H  -0.434  -2.491  3.929
H  1.964  -1.627  4.377
H  1.695  -2.496  2.756
H  2.016  0.528  3.373
H  1.407  -0.076  1.707
H  4.051  -0.904  3.129
H  3.557  -1.443  1.487
H  4.211  -0.286  -0.137
H  4.052  -1.450  -3.184
H  3.599  -0.341  -5.536
H  5.298  1.216  -6.556
H  8.010  0.651  -3.068
H  6.057  2.748  -0.483
H  5.942  3.556  1.110
H  5.261  2.238  2.656
C  -5.246  4.654  4.615
C  -4.060  3.951  3.927
C  -4.402  2.714  3.097
F  -4.940  1.731  3.843
F  -3.274  2.201  2.538
F  -3.117  3.664  4.853
F  -3.494  4.866  3.084
O  -5.456  4.351  5.994
C  -6.219  3.222  6.303
C  -5.417  2.176  7.080
F  -4.355  1.743  6.369
F  -6.185  1.093  7.347
F  -6.780  2.722  5.186
F  -7.241  3.660  7.075
H  -5.007  5.719  4.613
H  -6.163  4.578  4.039
H  -5.095  2.959  2.288
H  -5.051  2.588  8.023
C  -10.454  6.151  1.863
C  -11.655  6.942  2.415
C  -11.536  8.465  2.366
F  -10.509  8.919  3.111
F  -12.660  9.034  2.867
F  -11.922  6.519  3.672
F  -12.737  6.592  1.661
O  -9.520  5.650  2.820
C  -8.496  6.501  3.237
C  -8.562  6.802  4.736
F  -9.721  7.405  5.064
F  -7.560  7.641  5.093
F  -8.487  7.613  2.482
F  -7.334  5.851  2.966
H  -10.872  5.252  1.408
H  -9.956  6.671  1.042
H  -11.411  8.819  1.339
H  -8.477  5.883  5.322
C  -0.434  -3.615  -4.477
C  -1.690  -2.873  -3.982
C  -1.639  -1.347  -4.048
F  -0.661  -0.836  -3.268
F  -2.804  -0.822  -3.598
F  -1.988  -3.292  -2.731
F  -2.723  -3.281  -4.772
O  0.481  -4.061  -3.471
C  1.444  -3.164  -3.023
C  1.292  -2.854  -1.533
F  0.096  -2.301  -1.261
F  2.242  -1.962  -1.132
F  1.442  -2.052  -3.786
F  2.643  -3.760  -3.229
H  -0.789  -4.536  -4.934
H  0.074  -3.085  -5.284
H  -1.489  -1.000  -5.073
H  1.388  -3.762  -0.933
C  -0.879  -9.316  -5.413
C  -0.533  -7.815  -5.377
C  -0.528  -7.095  -6.725
F  0.396  -7.592  -7.566
F  -0.221  -5.779  -6.547
F  0.646  -7.646  -4.737
F  -1.477  -7.209  -4.597
O  0.216  -10.226  -5.376
C  0.828  -10.557  -6.590
C  2.296  -10.129  -6.632
F  2.423  -8.792  -6.484
F  2.849  -10.451  -7.824
F  0.113  -10.063  -7.619
F  0.756  -11.901  -6.692
H  -1.422  -9.519  -4.487
H  -1.586  -9.561  -6.208
H  -1.507  -7.149  -7.209
H  2.866  -10.616  -5.838



(4)
This record from OMol25 describes C40H36F10N5O5P2STl as an isolated structure at a distorted geometry. The level of theory is ωB97M-V/def2-TZVPD.

Properties
Lowest unoccupied orbital energy = -7.8 eV
Net charge = +2
Calculated total energy = -121023.2734 eV
Kohn-Sham gap = 5.44 eV
HOMO energy = -13.213 eV

Geometry (Å):
Tl  -0.852  0.929  -0.378
F  5.748  -6.208  0.025
C  5.960  -5.200  0.878
F  6.032  -5.733  2.106
F  7.166  -4.697  0.600
C  4.878  -4.149  0.801
C  3.595  -4.487  0.395
C  2.620  -3.506  0.343
C  2.924  -2.193  0.680
C  4.209  -1.872  1.108
C  5.183  -2.848  1.177
P  1.623  -0.884  0.627
C  1.474  -0.552  2.421
C  0.440  -1.206  3.086
C  0.170  -0.920  4.408
C  0.951  0.017  5.072
C  2.039  0.607  4.444
C  2.303  0.321  3.118
C  0.544  0.453  6.456
F  1.514  1.091  7.111
F  -0.501  1.307  6.384
F  0.139  -0.564  7.222
C  2.585  0.517  -0.064
C  3.421  0.268  -1.153
C  4.076  1.307  -1.786
C  3.892  2.609  -1.336
C  3.043  2.875  -0.268
C  2.375  1.832  0.355
C  4.554  3.728  -2.104
F  4.552  4.889  -1.452
F  5.809  3.445  -2.447
F  3.878  3.939  -3.262
H  3.371  -5.504  0.114
H  1.616  -3.759  0.035
H  4.453  -0.858  1.382
H  6.181  -2.603  1.507
H  -0.184  -1.916  2.562
H  -0.664  -1.388  4.907
H  2.669  1.300  4.979
H  3.144  0.795  2.634
H  3.572  -0.745  -1.501
H  4.724  1.116  -2.627
H  2.917  3.888  0.083
H  1.700  2.042  1.175
O  -3.412  2.147  -0.576
C  -3.528  1.698  0.562
N  -3.034  0.501  0.931
S  -2.526  0.616  2.487
O  -1.144  1.060  2.398
O  -2.743  -0.616  3.190
C  -3.614  1.947  2.931
C  -3.980  2.462  4.150
C  -4.869  3.535  4.147
C  -5.343  4.062  2.953
C  -4.970  3.521  1.727
C  -4.099  2.442  1.724
H  -3.598  2.040  5.066
H  -5.183  3.964  5.087
H  -6.014  4.909  2.979
H  -5.357  3.916  0.801
N  -3.226  -2.677  1.663
C  -2.397  -3.609  2.204
C  -1.505  -3.948  1.234
N  -1.804  -3.204  0.129
C  -2.847  -2.436  0.416
H  -3.909  -2.142  2.182
H  -2.494  -3.950  3.214
H  -0.714  -4.667  1.261
H  -3.306  -1.756  -0.277
N  -0.402  -3.054  -2.231
C  -1.175  -2.896  -3.460
P  -2.201  -1.384  -3.154
O  -3.450  -1.762  -2.390
O  -1.306  -0.331  -2.585
C  -2.999  -0.834  -4.786
N  -4.423  -1.154  -4.586
H  -1.301  -3.203  -0.801
H  0.133  -2.200  -2.081
H  0.249  -3.829  -2.325
H  -1.818  -3.766  -3.586
H  -0.555  -2.773  -4.354
H  -2.583  -1.327  -5.662
H  -2.848  0.240  -4.883
H  -5.053  -0.359  -4.690
H  -4.362  -1.488  -3.504
H  -4.749  -1.920  -5.175
F  -0.333  2.617  -6.841
C  -0.342  2.872  -5.542
C  0.794  2.583  -4.783
C  0.760  2.821  -3.436
C  -0.411  3.332  -2.808
C  -0.438  3.569  -1.436
C  -1.556  3.591  -3.615
C  -1.508  3.384  -4.970
H  1.671  2.185  -5.267
H  1.622  2.594  -2.831
H  -1.330  3.983  -0.984
H  0.487  3.623  -0.878
H  -2.454  3.971  -3.148
H  -2.349  3.612  -5.607



Q: Among the records above, which one has the lowest Kohn-Sham gap?
A: C40H36F10N5O5P2STl